1.
DFT (ωB97M-V/def2-TZVPD) results for a cluster of 5 separate species, C16H20F4O13 in total in a non-equilibrium geometry.

The SMILES is O=C1OC[C@@H](F)O1.O=C1OC[C@@H](F)O1.O=C1OC[C@@H](F)O1.O=C1OC[C@@H](F)O1.C1CCOC1. The calculated total energy comes out at -1999.22014 hartree.

Structure (ORCA input):
```
! RIJCOSX wB97M-V def2-TZVPD def2/J DEFGRID3
* xyz 0 1
C -5.401 2.863 2.321
C -5.094 3.329 0.888
O -5.273 4.732 1.002
C -5.240 5.166 2.245
O -5.330 6.341 2.617
O -5.037 4.031 3.014
F -6.031 2.979 0.008
H -4.757 2.070 2.700
H -6.453 2.595 2.420
H -4.144 3.265 0.356
C 4.203 -0.905 4.514
C 3.472 -2.129 5.051
O 4.465 -2.744 5.836
C 5.330 -1.834 6.268
O 6.181 -1.904 7.177
O 5.159 -0.681 5.543
F 3.078 -2.971 4.079
H 3.544 -0.043 4.420
H 4.742 -1.129 3.594
H 2.575 -1.778 5.561
C 0.499 -0.542 -1.279
C 1.699 -0.810 -0.402
O 1.157 -0.638 0.916
C -0.031 -0.039 0.852
O -0.682 0.334 1.852
O -0.378 0.135 -0.431
F 2.658 0.068 -0.679
H 0.012 -1.477 -1.553
H 0.752 0.070 -2.145
H 2.140 -1.803 -0.486
C -0.983 -6.040 0.284
C -0.882 -7.202 1.302
O 0.470 -7.431 1.335
C 0.943 -7.227 0.138
O 1.985 -7.651 -0.283
O 0.087 -6.432 -0.608
F -1.542 -8.201 0.784
H -0.843 -5.032 0.674
H -1.921 -6.100 -0.268
H -1.361 -6.972 2.254
C 0.519 4.105 -6.662
C 0.867 4.899 -5.381
C 0.493 4.149 -4.106
O -0.212 3.104 -4.656
C -0.010 2.863 -6.068
H 1.404 3.851 -7.246
H -0.098 4.671 -7.360
H 0.430 5.895 -5.317
H 1.943 5.047 -5.297
H -0.178 4.636 -3.399
H 1.376 3.794 -3.575
H -0.980 2.683 -6.531
H 0.673 2.038 -6.273
*
```

=====

2.
DFT (ωB97M-V/def2-TZVPD) results for the molecule C3H3ClOS2 in a non-equilibrium geometry.

The energy above the lowest of the compared OMol25 structures with the same formula, charge and spin comes out at 52.47 kcal per mole. The SMILES is O=S(=S)=C/C=C/Cl. The calculated total energy comes out at -1447.80998 hartree.

Structure (ORCA input):
```
! RIJCOSX wB97M-V def2-TZVPD def2/J DEFGRID3
* xyz 0 1
C 0.195 0.171 0.219
C -0.891 -0.419 0.686
C 0.260 1.428 -0.501
O -2.916 -0.485 -0.907
S -2.089 2.156 0.065
S -2.614 0.174 0.359
Cl 1.367 2.602 0.023
H 1.160 -0.290 0.405
H -0.876 -1.387 1.164
H 0.045 1.461 -1.559
*
```

=====

3.
DFT (ωB97M-V/def2-TZVPD) results for a structure of composition C23H20BrClDyP in a non-equilibrium geometry.

The calculated total energy comes out at -5149.14636 hartree.

Structure (ORCA input):
```
! RIJCOSX wB97M-V def2-TZVPD def2/J DEFGRID3
* xyz 0 6
C -1.071 -1.440 4.906
C -0.974 -1.992 3.577
C 0.423 -2.176 3.286
H -1.810 -2.132 2.869
C 1.172 -1.764 4.437
C 0.264 -1.280 5.416
H 0.535 -0.813 6.377
H -1.994 -1.077 5.386
H 0.850 -2.512 2.322
H 2.272 -1.718 4.502
Dy -0.088 0.175 3.543
Cl 2.018 1.299 3.158
P 0.141 0.311 -0.184
C 1.239 -0.743 -1.205
C 0.820 -1.463 -2.333
H -0.218 -1.413 -2.651
C 1.727 -2.242 -3.053
H 1.384 -2.796 -3.925
C 3.063 -2.310 -2.664
H 3.768 -2.917 -3.229
C 3.491 -1.598 -1.541
H 4.532 -1.649 -1.230
C 2.591 -0.831 -0.811
H 2.923 -0.289 0.071
C -1.501 -0.116 -0.870
C -2.143 -1.249 -0.330
H -1.653 -1.812 0.462
C -3.386 -1.650 -0.804
H -3.865 -2.532 -0.384
C -4.026 -0.920 -1.809
H -5.003 -1.231 -2.173
C -3.407 0.209 -2.339
H -3.899 0.786 -3.120
C -2.151 0.610 -1.876
H -1.676 1.489 -2.303
C 0.427 1.956 -0.941
C 1.133 2.166 -2.135
H 1.550 1.319 -2.672
C 1.300 3.457 -2.641
H 1.852 3.602 -3.567
C 0.762 4.552 -1.968
H 0.893 5.556 -2.365
C 0.059 4.354 -0.778
H -0.360 5.205 -0.246
C -0.100 3.073 -0.263
H -0.635 2.923 0.671
Br -1.228 1.621 5.427
*
```

=====

4.
DFT (ωB97M-V/def2-TZVPD) results for a structure of composition C29H30Br2O7PReS2.

The energy above the lowest of the compared OMol25 structures with the same formula, charge and spin comes out at 58.08 kcal per mole. The calculated total energy comes out at -8013.49094 hartree.

Structure (ORCA input):
```
! RIJCOSX wB97M-V def2-TZVPD def2/J DEFGRID3
* xyz 1 2
Re -0.131 -0.362 2.382
O 3.033 -1.620 0.967
S 3.182 -0.705 2.058
O 4.259 -0.913 2.975
O 1.896 -0.560 2.860
C 3.395 0.921 1.377
C 4.662 1.196 0.877
C 4.962 2.450 0.378
C 4.003 3.454 0.396
C 2.740 3.193 0.893
C 2.424 1.918 1.363
S 0.760 1.810 2.034
O -0.069 2.532 0.860
O 0.431 -0.504 0.392
O 0.666 2.756 3.119
H 5.414 0.419 0.908
H 5.954 2.651 -0.004
H 4.243 4.446 0.039
H 1.999 3.979 0.941
Br -0.129 -0.795 4.973
C 1.184 -2.256 5.081
Br 0.923 -3.602 3.762
H 1.070 -2.671 6.074
H 2.141 -1.779 4.914
C -3.531 0.735 -1.592
C -2.347 1.637 -1.349
C -2.513 3.015 -1.653
C -1.425 3.914 -1.675
C -0.207 3.526 -1.233
C -0.031 2.193 -0.593
C -1.120 1.204 -0.924
P -0.509 -0.474 -0.819
C 0.443 -0.750 -2.306
C 0.409 0.208 -3.324
C 1.155 0.037 -4.477
C 1.937 -1.101 -4.613
C 1.962 -2.057 -3.609
C 1.224 -1.912 -2.439
C 1.310 -2.971 -1.374
C -1.762 -1.728 -0.698
C -2.202 -2.358 -1.867
C -3.123 -3.383 -1.803
C -3.592 -3.794 -0.560
C -3.143 -3.176 0.593
C -2.223 -2.125 0.555
C -1.833 -1.480 1.862
H -4.436 1.330 -1.701
H -3.680 0.023 -0.783
H -3.404 0.160 -2.512
H -3.490 3.360 -1.963
H -1.573 4.915 -2.056
H 0.641 4.197 -1.232
H 0.961 1.784 -0.794
H -0.207 1.092 -3.219
H 1.124 0.782 -5.261
H 2.525 -1.251 -5.508
H 2.570 -2.945 -3.731
H 1.635 -3.915 -1.809
H 0.354 -3.142 -0.877
H 2.025 -2.676 -0.606
H -1.808 -2.046 -2.827
H -3.464 -3.868 -2.708
H -4.307 -4.604 -0.492
H -3.512 -3.509 1.556
H -1.520 -2.308 2.538
H -2.753 -1.105 2.324
C -2.725 1.653 2.362
O -1.772 0.910 3.160
H -3.136 2.455 2.971
H -3.516 0.994 2.004
H -2.180 2.067 1.528
H -2.242 0.532 3.914
*
```

=====

5.
DFT (ωB97M-V/def2-TZVPD) results for the molecule FPS in a non-equilibrium geometry.

The energy above the lowest of the compared OMol25 structures with the same formula, charge and spin comes out at 29.34 kcal per mole. The SMILES is FP=S. The calculated total energy comes out at -839.37937 hartree.

Structure (ORCA input):
```
! RIJCOSX wB97M-V def2-TZVPD def2/J DEFGRID3
* xyz 0 1
F 0.443 -1.609 0.163
S -0.342 1.735 -0.456
P -0.101 -0.126 0.293
*
```

=====

6.
DFT (ωB97M-V/def2-TZVPD) results for the molecule C12H23B in a non-equilibrium geometry.

The energy above the lowest of the compared OMol25 structures with the same formula, charge and spin comes out at 1.51 kcal per mole. The calculated total energy comes out at -495.56284 hartree.

Structure (ORCA input):
```
! RIJCOSX wB97M-V def2-TZVPD def2/J DEFGRID3
* xyz 0 3
B 1.276 0.830 0.465
C -1.291 0.858 1.527
C -0.149 1.047 1.188
C 1.126 -1.656 -1.635
C 0.537 3.274 -0.262
C -2.712 -1.832 -1.038
C 3.665 -0.716 1.202
C 2.300 -1.786 -0.562
C 1.682 2.240 -0.143
C -2.746 0.917 1.624
C -3.194 -0.511 -0.529
C -3.449 -0.277 0.967
C 2.657 -0.478 0.033
H 0.247 -1.446 -1.104
H 1.370 -0.785 -2.274
H 1.138 -2.628 -2.189
H 0.329 3.408 0.785
H 0.964 4.146 -0.678
H -0.270 2.810 -0.939
H -3.561 -2.584 -0.970
H -1.819 -2.099 -0.369
H -2.196 -1.767 -2.008
H 4.400 -1.533 0.990
H 3.090 -1.014 2.053
H 4.403 0.066 1.393
H 2.031 -2.473 0.165
H 3.079 -2.223 -1.035
H 2.232 2.133 -1.125
H 2.486 2.650 0.498
H -3.034 0.949 2.680
H -3.407 1.789 1.306
H -4.106 -0.270 -1.048
H -2.496 0.350 -0.853
H -4.529 -0.193 1.146
H -3.185 -1.240 1.420
H 3.135 0.045 -0.682
*
```